Entry 1:
Molecular formula: C9H23N5NaO7
Method: DFT, the ωB97M-V functional and the def2-TZVPD basis

Geometry as XYZ:
```
45
Properties=species:S:1:pos:R:3:forces:R:3
Na -0.3428 0.5401 -0.5609 0.13 0.10 -0.68
C -0.4171 0.6174 -3.5042 -1.13 0.26 -2.16
O -0.1745 -0.4780 -2.8482 0.32 -0.76 1.08
O -0.7380 0.6086 -4.7329 0.51 -0.04 1.39
O -0.3640 1.7254 -2.8159 0.34 0.52 0.84
C 2.8040 -0.1332 1.5334 -0.72 -0.10 -0.25
O 1.4018 -0.3600 1.4438 -0.16 0.21 -0.16
C 0.9856 -1.5670 2.0428 -0.35 0.24 0.53
C -0.5375 -1.5982 2.0856 -0.39 -0.63 -0.21
N -1.1478 -1.4375 0.7831 0.34 1.20 -0.01
C -2.5937 -1.3338 0.7082 0.73 -0.37 -1.48
C -3.1926 0.0094 1.1295 0.41 -0.47 0.54
O -2.3831 1.0739 0.6738 0.34 -0.19 -0.07
C -2.5856 2.2871 1.3623 -0.24 -0.12 0.43
H 2.9906 0.8120 1.0271 0.09 -0.02 -0.03
H 3.3095 -0.9616 1.0319 0.35 0.04 0.18
H 3.1026 -0.0336 2.5802 0.15 -0.16 0.04
H 1.3318 -1.5648 3.0851 0.06 -0.20 0.06
H 1.3905 -2.4639 1.5611 0.11 0.16 -0.33
H -0.9052 -0.8313 2.7730 0.03 0.15 -0.14
H -0.8698 -2.5694 2.4921 0.30 0.02 0.38
H -0.7167 -1.9966 0.0570 -0.19 -0.22 -0.01
H -3.0553 -2.2112 1.1780 -0.50 0.34 0.34
H -2.8230 -1.4056 -0.3607 0.05 -0.24 0.02
H -3.2804 0.0117 2.2223 -0.12 0.39 0.03
H -4.1729 0.0903 0.6556 -0.24 0.01 0.29
H -2.1447 3.0930 0.7838 -0.12 -0.02 -0.15
H -2.1109 2.2848 2.3510 0.13 -0.18 -0.02
H -3.6531 2.4450 1.5415 -0.05 0.25 -0.24
C 1.6604 -2.6828 -1.2589 1.07 -0.48 0.01
O 2.3931 -3.4936 -0.6690 -0.58 0.54 0.22
N 0.4338 -3.0072 -1.7604 -0.46 0.89 -0.44
N 2.0246 -1.3969 -1.5316 -0.15 -0.31 0.17
H -0.0586 -3.8337 -1.4964 0.38 -0.40 -0.06
H 0.0408 -2.3551 -2.4531 -0.20 -0.01 0.32
H 1.3424 -0.7879 -1.9876 -0.30 0.11 -0.44
H 2.8453 -1.0072 -1.1166 0.23 -0.29 0.03
C 1.6160 3.1906 -0.6386 0.63 0.13 0.52
O 2.3724 3.7145 0.1936 -0.35 -0.44 -0.41
N 0.3123 3.5564 -0.7684 -0.73 -0.05 -0.13
N 1.9645 2.1629 -1.4615 -0.03 0.29 0.50
H -0.2390 3.2169 -1.5607 0.16 -0.07 0.05
H -0.0114 4.3115 -0.1969 0.14 0.18 -0.07
H 1.2888 1.9197 -2.2069 -0.05 -0.32 -0.16
H 2.9071 1.8389 -1.3663 0.09 0.03 -0.35
```
Positions in Å, forces in eV/Å.

Summary:
- Relative energy (zero: lowest compared OMol25 entry of this formula, charge and spin): 0.0 kcal per mole
- HOMO energy: -3.5 eV
- Total charge: -1
- Largest force on an atom: 0.048 Eh/bohr

***

Entry 2:
Molecular formula: C31H28N4OPbSi
Method: DFT, the ωB97M-V functional and the def2-TZVPD basis

Geometry as XYZ:
```
66
Properties=species:S:1:pos:R:3:forces:R:3
Pb 0.0311 0.5709 -2.3102 0.01 0.01 0.01
N -6.5040 -5.7966 2.9012 0.00 0.00 0.01
C -5.7603 -5.0992 2.3743 -0.01 0.00 -0.02
C -4.8256 -4.2288 1.7134 0.01 0.00 0.01
C -3.9847 -3.4165 2.4705 0.00 0.00 0.01
C -3.0898 -2.5756 1.8355 0.02 0.00 -0.01
C -3.0072 -2.5532 0.4438 -0.04 -0.02 -0.01
C -3.8511 -3.3733 -0.3064 0.01 0.02 0.02
C -4.7642 -4.2005 0.3229 0.00 0.00 0.00
C -2.0454 -1.6637 -0.2537 0.02 -0.01 -0.01
C -1.1242 -2.2822 -1.1064 0.02 0.00 0.02
C -0.9090 -3.6720 -1.2644 -0.03 0.01 0.01
C 0.0771 -3.8419 -2.2177 0.02 -0.02 0.02
C 0.4501 -2.5591 -2.6205 -0.03 0.04 -0.01
N -0.2445 -1.6164 -1.9609 0.01 -0.01 -0.02
C -2.1477 -0.2800 -0.0112 0.02 0.02 0.02
C -3.0690 0.3631 0.8391 -0.05 -0.03 -0.06
C -2.7884 1.7210 0.8252 0.02 0.02 0.04
C -1.7142 1.8830 -0.0413 -0.02 0.00 -0.06
N -1.3132 0.7013 -0.5548 0.01 -0.01 0.02
H -4.0403 -3.4479 3.5499 0.00 0.00 0.00
H -2.4380 -1.9431 2.4218 0.00 0.01 0.00
H -3.8085 -3.3452 -1.3871 0.00 0.00 -0.01
H -5.4303 -4.8240 -0.2570 0.00 0.00 0.00
H -1.4250 -4.4466 -0.7217 0.00 -0.01 0.00
H 0.4785 -4.7687 -2.5917 0.00 0.00 0.00
H 1.1878 -2.2907 -3.3653 0.00 0.00 -0.01
H -3.8655 -0.1208 1.3787 0.00 -0.01 0.01
H -3.3039 2.5015 1.3588 0.00 0.00 0.00
H -1.2241 2.8033 -0.3272 0.00 0.01 0.01
C 3.0684 4.5648 -3.0007 0.01 -0.01 0.01
Si 1.5627 4.2664 -1.9558 -0.02 0.02 -0.02
C 0.0690 4.0239 -3.0331 0.01 -0.01 0.00
C 1.2216 5.5212 -0.6304 0.00 0.01 0.00
N 1.8000 2.6746 -1.0619 0.02 0.00 -0.01
C 2.7019 2.4109 -0.2092 -0.03 -0.02 -0.01
C 3.7720 3.3247 0.2204 0.01 -0.02 0.02
C 4.5778 3.0122 1.2447 0.01 0.02 0.00
C 4.4148 1.7565 1.9258 0.00 0.00 0.00
C 3.4764 0.8183 1.5855 0.00 0.01 0.00
C 2.6393 1.0853 0.5002 0.03 0.03 0.00
O 1.7623 0.2479 0.0383 -0.04 -0.02 -0.01
C 1.4835 -0.9447 0.7940 0.02 -0.05 0.04
C 2.0479 -2.1269 0.3716 0.01 0.03 -0.02
C 1.7593 -3.2712 1.1036 -0.01 -0.01 0.02
C 0.9410 -3.1969 2.2232 0.00 0.00 -0.01
C 0.3955 -1.9819 2.6173 0.00 -0.01 0.00
C 0.6553 -0.8284 1.8898 -0.01 0.03 -0.01
H 2.8501 5.3795 -3.6957 -0.02 0.00 0.00
H 3.3128 3.6878 -3.6035 0.00 0.00 0.00
H 3.9587 4.8528 -2.4423 0.01 0.00 0.01
H -0.1927 4.9896 -3.4735 0.01 0.01 0.00
H -0.8145 3.6888 -2.4843 0.00 0.00 0.00
H 0.2560 3.3451 -3.8673 -0.01 0.00 0.00
H 0.9379 6.4644 -1.1033 0.00 0.00 0.00
H 2.0786 5.7246 0.0125 0.00 0.00 0.00
H 0.3869 5.2158 0.0040 0.00 0.00 0.00
H 3.8756 4.2603 -0.3086 0.00 0.00 0.00
H 5.3569 3.6857 1.5730 0.00 0.00 0.00
H 5.0855 1.5352 2.7482 0.00 0.00 0.00
H 3.4058 -0.1186 2.1180 0.00 0.00 0.00
H 2.6938 -2.1580 -0.4960 0.00 0.00 0.00
H 2.1843 -4.2183 0.8011 0.00 0.00 0.00
H 0.7313 -4.0905 2.7950 0.00 0.00 0.00
H -0.2288 -1.9273 3.4988 0.00 0.00 0.00
H 0.2267 0.1285 2.1630 0.00 0.00 0.00
```
Positions in Å, forces in eV/Å.

Summary:
- Relative energy (zero: lowest compared OMol25 entry of this formula, charge and spin): 0.0 kcal per mole
- HOMO energy: -13.4 eV
- Total charge: +2
- Largest force on an atom: 0.002 Eh/bohr

***

Entry 3:
Molecular formula: C4H8O
Method: DFT, the ωB97M-V functional and the def2-TZVPD basis

Geometry as XYZ:
```
13
Properties=species:S:1:pos:R:3:forces:R:3
O -1.7349 2.2603 1.3043 1.01 -4.50 -0.61
C -1.3006 1.0732 1.1042 -2.53 2.43 2.47
C -0.0737 0.8392 0.3892 2.70 -0.96 -1.69
C -0.0059 -0.7115 0.0672 2.04 -1.98 0.35
C 1.0187 -0.9414 -1.1861 -2.60 2.01 0.25
H -1.7986 0.0562 1.5615 0.40 2.64 -0.69
H -0.0659 1.3914 -0.6226 0.01 -0.30 1.66
H 0.8562 1.1884 1.0490 -1.99 -0.49 -1.31
H 0.4183 -1.3411 1.0548 -1.23 1.77 -2.59
H -0.9875 -1.1574 -0.2263 0.55 0.65 0.43
H 1.0133 -1.9482 -1.6234 0.31 0.33 0.64
H 1.9217 -0.4987 -0.8503 1.44 -0.53 0.17
H 0.7387 -0.2104 -2.0216 -0.11 -1.08 0.92
```
Positions in Å, forces in eV/Å.

Summary:
- Relative energy (zero: lowest compared OMol25 entry of this formula, charge and spin): 59.1 kcal per mole
- HOMO energy (spin up / spin down): -16.3 / -16.3 eV
- Total charge: +1
- Largest force on an atom: 0.090 Eh/bohr
- Spin multiplicity: 2

***

Entry 4:
Molecular formula: C30H34ClIN2O2SiSn
Method: DFT, the ωB97M-V functional and the def2-TZVPD basis

Geometry as XYZ:
```
72
Properties=species:S:1:pos:R:3:forces:R:3
Sn -5.4292 0.8890 -1.9773 0.52 -0.26 0.10
C 2.6987 -0.4007 3.7751 1.09 -0.53 -0.24
Si 3.0479 0.8203 2.3869 1.86 -1.95 0.46
C 4.7944 0.6784 1.7441 -0.65 1.35 -1.43
N 3.7674 0.0080 0.7946 -0.47 0.59 0.73
C 3.8183 -1.5077 0.7293 0.80 0.83 0.71
C 4.4420 -1.9396 -0.5530 -1.06 0.71 -0.81
C 3.5755 -1.4573 -1.7441 -0.89 1.46 0.74
C 2.6717 -0.1870 -1.3692 1.68 -0.17 -1.13
C 3.5678 0.7194 -0.5252 -1.08 -0.27 0.33
C 1.7299 1.9508 2.0346 -0.81 1.85 -1.19
C 0.5496 1.3242 1.6375 -0.87 -1.31 -0.39
C -0.6178 1.9944 1.2663 0.92 0.84 0.51
C -0.5409 3.3928 1.1835 -0.56 -0.40 -0.81
C 0.6645 4.0206 1.3701 1.60 0.62 1.36
C 1.7853 3.3517 1.8731 0.41 -0.53 0.77
C 2.7229 0.2256 5.1488 -1.54 -0.24 0.05
C 1.5272 0.3990 5.8448 -0.78 0.01 1.00
C 1.5446 0.9089 7.1563 0.47 1.00 -0.49
C 2.7422 1.4049 7.6962 0.40 0.56 1.42
C 3.9536 1.2082 7.0055 -0.52 -1.13 0.16
C 3.8937 0.5241 5.7886 1.08 0.57 -0.10
H 1.7618 -0.8677 3.6310 -1.48 -0.17 -0.30
H 3.3379 -1.3022 3.7634 0.36 0.59 -0.16
H 5.4261 -0.0675 2.1576 0.44 -0.51 0.65
H 5.4092 1.4533 1.2314 -0.71 -0.52 0.39
H 2.8199 -1.9205 0.8331 -0.12 0.05 0.27
H 4.4725 -1.7639 1.5763 -0.60 -0.36 -0.16
H 4.5060 -3.0112 -0.5928 0.38 -0.44 0.09
H 5.3992 -1.4788 -0.6316 1.02 -0.01 0.00
H 2.9488 -2.2900 -2.0335 -0.06 0.04 -0.67
H 4.2373 -1.0566 -2.5126 -0.19 -0.67 -0.38
H 1.8080 -0.3935 -0.8135 -1.22 -0.81 1.16
H 2.2143 0.3074 -2.2543 0.93 -0.17 0.27
H 3.1603 1.7251 -0.3817 -0.23 -0.25 0.41
H 4.5096 0.8947 -0.9900 1.01 -0.20 -0.37
H 0.5165 0.2228 1.5498 -0.01 0.49 0.43
H -1.5325 1.4425 1.1213 -0.06 0.03 -0.23
H -1.3709 4.0336 0.8810 -0.02 -0.48 0.16
H 0.7838 5.0935 1.3301 -0.42 0.13 -0.31
H 2.6865 3.8785 2.2740 -0.93 -0.20 -0.81
H 0.5461 0.0679 5.4574 0.74 0.24 -0.06
H 0.6251 1.0806 7.7207 0.23 -0.33 -0.28
H 2.7360 1.9231 8.7350 0.03 -1.05 -2.00
H 4.9472 1.3510 7.4387 -0.54 0.40 0.02
H 4.7823 0.1825 5.2698 0.39 0.35 0.21
Cl -1.6761 -4.7822 -3.6731 0.09 -0.13 -0.14
C -2.2503 -3.1688 -3.4462 0.40 -0.55 -0.75
C -1.5213 -2.1294 -3.9383 -1.62 0.11 1.26
C -1.9284 -0.7965 -3.6436 1.72 0.10 -1.72
I -0.8254 0.7678 -4.5179 -0.18 -0.21 0.31
C -3.0395 -0.5266 -2.9550 -2.19 -0.36 2.15
O -3.4767 0.6717 -2.5277 -0.01 0.26 -0.75
C -3.8235 -1.6545 -2.4815 -0.43 -0.09 -1.18
N -4.9889 -1.3693 -1.8288 -0.44 -0.04 0.62
C -5.6896 -2.3574 -1.2569 0.32 -0.06 -0.13
C -5.2919 -3.6802 -1.3824 -0.45 -0.53 0.16
C -4.2209 -3.9958 -2.1461 1.03 0.58 -0.47
C -3.4797 -2.9918 -2.7909 0.08 1.23 1.46
H -0.6736 -2.3845 -4.4932 1.29 0.14 -0.73
H -6.5472 -2.2119 -0.6019 0.04 0.85 -0.44
H -5.8251 -4.4789 -0.8870 -0.13 0.18 0.17
H -3.7891 -4.9616 -2.1810 -0.17 -1.06 -0.16
C -6.2929 1.8660 -6.4208 -0.71 -0.65 0.44
C -5.5873 0.8846 -5.5524 0.18 0.33 2.10
O -6.1478 0.9867 -4.1576 -0.39 0.21 0.58
H -5.6518 1.9890 -7.2647 -0.09 0.01 -1.16
H -6.3306 2.8685 -5.9539 -0.29 -0.61 -0.07
H -7.2891 1.3951 -6.6443 0.80 1.12 -0.25
H -4.5293 1.0607 -5.4093 0.24 0.35 -0.02
H -5.6964 -0.1600 -5.7255 -0.30 -0.67 -0.99
H -7.0683 1.3264 -4.1475 0.66 -0.24 -0.42
```
Positions in Å, forces in eV/Å.

Summary:
- HOMO energy: -12.9 eV
- Total charge: +2
- Largest force on an atom: 0.060 Eh/bohr

***

Entry 5:
Molecular formula: C7H28O7
Method: DFT, the ωB97M-V functional and the def2-TZVPD basis

Geometry as XYZ:
```
42
Properties=species:S:1:pos:R:3:forces:R:3
C -0.5263 -2.5833 3.0375 0.29 -0.26 0.08
O -1.1292 -1.6247 2.1963 -0.08 0.35 0.25
H 0.0364 -2.1263 3.8549 -0.14 0.09 0.10
H -1.2688 -3.2765 3.4355 -0.03 0.00 0.13
H 0.2001 -3.1662 2.4714 -0.11 0.03 -0.21
H -1.4736 -0.8775 2.7330 0.04 -0.18 -0.52
C -2.6897 0.8247 4.5034 -0.42 0.87 -0.08
O -2.2595 0.6861 3.1576 -0.17 -0.30 0.14
H -3.6596 1.3367 4.5364 0.09 0.06 0.04
H -2.8600 -0.1296 4.9959 0.38 -0.23 -0.29
H -1.9660 1.4256 5.0603 -0.05 -0.18 0.22
H -2.1484 1.5781 2.7745 0.29 -0.28 0.22
C 0.3856 -2.7425 -3.4917 0.61 0.28 0.46
O -0.2830 -2.9043 -2.2627 0.03 0.03 0.13
H 1.2879 -2.1256 -3.3709 -0.05 0.04 -0.06
H 0.7477 -3.7162 -3.8223 -0.26 -0.05 -0.24
H -0.2342 -2.2552 -4.2466 -0.11 -0.18 -0.11
H -0.0754 -2.1663 -1.6580 -0.29 -0.16 -0.19
C -0.0975 0.4332 -0.1919 -0.22 0.46 1.16
O -0.1479 -0.9746 -0.2657 0.10 0.04 -0.23
H 0.7813 0.8872 -0.6503 0.10 -0.46 -0.29
H -0.9855 0.9386 -0.5859 -0.05 -0.25 -0.27
H -0.0497 0.7009 0.8706 0.03 0.23 -0.06
H -0.5625 -1.2887 0.5705 0.18 0.04 -0.31
C -2.7645 3.3131 1.0513 -0.08 0.31 0.89
O -1.6689 3.1421 1.9871 -0.39 -0.34 -0.67
H -2.5753 4.2057 0.4571 -0.23 -0.13 -0.21
H -2.8984 2.4340 0.4275 0.48 -0.06 -0.02
H -3.6869 3.4136 1.6362 0.01 0.24 -0.26
H -1.4324 4.0162 2.3024 0.07 0.00 0.15
C 3.5031 -1.2151 -1.1455 0.76 -1.04 -0.41
O 4.3651 -0.8854 -2.2420 -0.06 0.28 0.21
H 2.4604 -1.1259 -1.4504 -0.10 0.25 0.48
H 3.7091 -2.2559 -0.8640 -0.36 -0.01 0.03
H 3.8058 -0.6484 -0.2685 -0.35 0.49 -0.23
H 4.2810 -1.5939 -2.8848 0.03 0.04 -0.06
C 2.0926 1.4167 -3.5470 0.35 1.51 -0.71
O 1.1863 2.1345 -4.4036 -0.32 -0.54 0.06
H 1.6427 0.4788 -3.2459 -0.07 0.04 0.06
H 3.0301 1.2661 -4.0892 -0.02 -0.46 0.18
H 2.3218 2.0917 -2.7165 0.01 -0.58 0.43
H 1.6063 2.9587 -4.6561 0.06 0.02 0.00
```
Positions in Å, forces in eV/Å.

Summary:
- Relative energy (zero: lowest compared OMol25 entry of this formula, charge and spin): 75.6 kcal per mole
- HOMO energy: -9.4 eV
- Total charge: 0
- SMILES: CO.CO.CO.CO.CO.CO.CO
- Largest force on an atom: 0.033 Eh/bohr

***

Entry 6:
Molecular formula: C37H28Cl2N5O2RuS
Method: DFT, the ωB97M-V functional and the def2-TZVPD basis

Geometry as XYZ:
```
76
Properties=species:S:1:pos:R:3:forces:R:3
Ru -0.5721 -0.0465 -0.2833 -1.50 -0.26 0.28
C 2.4048 3.7530 1.3577 -0.29 0.33 1.13
C 1.7374 3.8693 2.6027 0.52 -0.25 -0.98
C 0.9008 2.8605 2.9833 -0.24 -0.16 -0.03
C 0.6759 1.7155 2.1972 1.05 0.73 -1.72
N 1.3559 1.6410 0.9710 0.19 0.41 1.34
C 2.1789 2.6570 0.5949 -0.07 -0.32 -0.15
C -0.2270 0.7015 2.6390 -1.00 -1.79 -0.49
C -0.4769 0.5081 4.0140 0.38 0.44 0.43
C -1.3772 -0.4611 4.4227 -0.73 -0.50 -0.71
C -2.1277 -1.1442 3.4792 0.20 0.11 1.54
C -1.9281 -0.8620 2.1198 0.27 0.35 -0.98
N -0.8813 -0.0709 1.7311 0.59 0.69 0.18
C -2.8337 -1.2281 1.0719 0.27 0.30 -0.30
C -4.1458 -1.6891 1.2976 0.03 -0.16 0.13
C -5.0200 -1.8231 0.2516 0.32 0.06 -0.31
C -4.5679 -1.5385 -1.0477 -0.26 -0.17 0.27
C -3.2727 -1.1071 -1.2108 -0.21 -0.04 -0.23
N -2.4227 -0.9293 -0.2030 -0.70 0.32 0.15
H 3.0573 4.5315 1.0053 0.10 0.09 -0.13
H 1.8538 4.7530 3.2065 0.04 0.09 0.12
H 0.3402 2.9595 3.8975 -0.07 -0.09 0.08
H 2.6410 2.5176 -0.3715 -0.04 -0.05 0.00
H 0.0755 1.0692 4.7486 0.10 0.01 0.04
H -1.5164 -0.6570 5.4750 -0.01 -0.04 0.09
H -2.8582 -1.8788 3.7748 -0.05 -0.07 0.07
H -4.4720 -1.8907 2.3051 -0.02 0.02 0.11
H -6.0430 -2.1227 0.4222 -0.06 -0.08 0.04
H -5.2224 -1.6413 -1.8979 -0.01 0.00 -0.11
H -2.8907 -0.8707 -2.1961 -0.01 0.02 0.09
Cl -0.4087 6.0795 -4.5681 0.05 0.24 -0.23
C -0.5820 4.8770 -3.3371 -0.07 -0.41 -0.29
C -0.5222 5.2708 -1.9973 -0.13 -0.70 0.35
C -0.7061 4.3238 -1.0148 0.01 0.65 -0.30
Cl -0.6862 4.8127 0.6372 -0.15 0.13 0.15
C -0.9477 2.9433 -1.2868 -0.18 -0.82 -0.34
O -1.2142 2.1394 -0.3415 0.56 -1.07 0.15
C -0.8997 2.5672 -2.6867 0.15 0.78 0.86
C -0.9357 1.2179 -3.1035 -0.04 -1.77 0.45
O -0.9189 0.1637 -2.4093 0.61 1.19 -1.08
C -0.7681 3.5636 -3.6798 0.11 0.05 0.26
H -0.3417 6.3034 -1.7439 -0.03 0.07 0.08
H -0.9216 1.0701 -4.1967 -0.23 0.00 0.10
H -0.7965 3.2669 -4.7176 0.04 0.03 -0.14
S -0.0891 -4.1350 1.8202 0.28 0.24 -0.68
C 0.5882 -2.6825 1.1572 -0.39 -0.31 -0.07
N 0.2202 -2.3535 -0.0422 -0.16 1.15 0.39
C -0.5912 -3.3228 -0.5815 -0.45 -1.08 0.07
C -1.1045 -3.3460 -1.8766 0.10 0.05 0.04
C -1.8632 -4.4276 -2.2751 0.07 0.16 -0.07
C -2.1235 -5.4897 -1.4099 0.02 -0.10 0.22
C -1.6331 -5.4829 -0.1185 -0.15 -0.11 -0.09
C -0.8706 -4.3998 0.2856 0.21 0.42 0.01
H 1.2624 -2.1044 1.7542 0.08 0.40 0.15
H -0.8850 -2.5177 -2.5338 -0.04 0.08 -0.11
H -2.2650 -4.4614 -3.2764 0.00 0.04 -0.11
H -2.7032 -6.3342 -1.7553 -0.05 0.00 0.00
H -1.8241 -6.2984 0.5613 -0.05 -0.12 0.02
C 3.1767 -0.1656 2.3097 -0.04 0.02 -0.11
C 3.4774 -0.3119 0.8452 -0.21 -0.13 -0.15
C 4.7249 -0.8016 0.4923 0.15 0.02 -0.15
C 5.0959 -0.9685 -0.8291 0.07 -0.08 -0.04
C 4.1875 -0.6590 -1.8221 0.05 -0.03 0.06
C 2.9312 -0.1659 -1.5179 -0.12 0.10 0.20
C 2.0313 0.2277 -2.6448 -0.02 -0.04 0.04
C 2.5453 0.0118 -0.1704 0.91 0.18 -0.35
N 1.2972 0.5609 0.1191 0.14 0.77 0.47
H 3.2633 0.8744 2.6283 -0.04 0.06 0.13
H 3.8883 -0.7525 2.8881 -0.02 0.00 0.06
H 2.1683 -0.5013 2.5519 -0.04 0.07 0.09
H 5.4225 -1.0514 1.2783 0.09 -0.03 0.11
H 6.0820 -1.3238 -1.0907 0.07 -0.07 0.05
H 4.4587 -0.7610 -2.8644 0.07 -0.03 -0.06
H 2.6236 0.4745 -3.5258 0.00 -0.04 -0.05
H 1.4290 1.0965 -2.3757 0.04 -0.11 -0.02
H 1.3613 -0.5997 -2.8930 -0.08 0.18 -0.04
```
Positions in Å, forces in eV/Å.

Summary:
- Relative energy (zero: lowest compared OMol25 entry of this formula, charge and spin): 44.8 kcal per mole
- HOMO energy (spin up / spin down): -4.6 / -6.5 eV
- Total charge: 0
- Largest force on an atom: 0.042 Eh/bohr
- Spin multiplicity: 2